No. 1
{"formula": "C4H10OSi", "method": "ωB97M-V with the def2-TZVPD basis set", "homo_lumo_gap_ev": 10.374, "species": ["C", "C", "C", "C", "O", "Si", "H", "H", "H", "H", "H", "H", "H", "H", "H", "H"], "coordinates": [[1.70707, -0.11296, 0.06800], [0.54210, 0.50096, 0.11441], [1.80021, -1.62979, -0.20615], [0.02168, 1.83067, 0.36326], [-0.88248, -0.60432, 0.22755], [-2.37065, -0.29054, -0.18938], [2.75399, 0.38396, 0.12196], [0.87670, -2.31838, -0.27895], [2.46165, -1.70615, -1.06761], [2.31901, -1.99875, 0.63933], [-0.58372, 1.75641, 1.16463], [-0.73741, 2.12718, -0.44339], [0.66092, 2.59497, 0.54969], [-2.89567, 1.10115, -0.20485], [-2.52926, -0.66121, -1.53286], [-3.14415, -0.97320, 0.67436]], "atomic_forces_ev_per_a": [[-0.05, -1.07, -0.79], [-1.68, -2.24, 0.57], [-0.84, 0.19, 0.00], [-2.34, -1.11, -3.72], [5.75, 2.25, 0.54], [-0.01, 2.25, -1.53], [-2.30, -0.40, -0.09], [1.19, 1.93, -0.19], [-0.13, -0.47, -0.12], [0.89, -0.73, 0.81], [-2.06, -0.20, 3.08], [1.34, -0.23, 0.72], [2.47, 2.01, 0.15], [0.27, 0.24, 0.28], [-0.48, -0.65, -1.67], [-2.02, -1.76, 1.96]], "nbo_charge": [-0.26, 0.39, -0.63, -0.69, -1.02, 1.29, 0.25, 0.25, 0.21, 0.21, 0.24, 0.23, 0.24, -0.24, -0.24, -0.23]}



No. 2
{"formula": "C4H10OSi2", "method": "ωB97M-V with the def2-TZVPD basis set", "homo_lumo_gap_ev": [7.426, 6.712], "species": ["C", "C", "C", "C", "O", "Si", "Si", "H", "H", "H", "H", "H", "H", "H", "H", "H", "H"], "coordinates": [[2.53094, -2.03543, 0.20197], [1.48689, 2.56897, -0.03135], [1.46637, -1.82904, -0.52040], [0.27204, 2.06850, -0.33977], [-1.90255, 0.09637, -0.08101], [-3.20672, -0.78122, -0.03689], [-0.40082, 0.48575, 0.38830], [3.50513, -2.36748, -0.14284], [2.59574, -1.76260, 1.21182], [1.79059, 3.50184, -0.45776], [2.05731, 2.18826, 0.79810], [1.33832, -1.88639, -1.62518], [-0.47818, 2.38664, -1.11832], [-3.06079, -2.24951, 0.08658], [-3.71538, -0.32122, -1.29355], [-3.95206, -0.17669, 1.19185], [-0.32683, 0.11324, 1.76847]], "atomic_forces_ev_per_a": [[0.76, -0.01, -0.53], [-2.09, 0.16, -0.13], [-1.85, 2.24, -1.02], [-0.57, -0.98, 0.01], [3.06, 1.61, -0.07], [-2.32, -0.17, 1.44], [1.45, -2.07, -1.08], [-0.06, -0.50, -0.55], [-0.27, 0.35, 1.52], [0.45, 0.29, -0.34], [0.27, -0.30, -0.03], [0.29, -0.34, 1.00], [1.38, 0.41, 0.59], [0.10, 0.16, -0.03], [-1.12, -0.32, -0.76], [0.20, -0.81, -0.97], [0.32, 0.30, 0.96]], "nbo_charge": [-0.52, -0.30, -0.35, -0.72, -1.29, 1.26, 1.55, 0.18, 0.19, 0.20, 0.20, 0.17, 0.24, -0.19, -0.21, -0.21, -0.22]}



No. 3
{"formula": "C4H10S", "method": "ωB97M-V with the def2-TZVPD basis set", "homo_lumo_gap_ev": 9.511, "smiles": "CSC(C)C", "species": ["C", "C", "C", "C", "H", "H", "H", "H", "H", "H", "H", "H", "H", "H", "S"], "coordinates": [[1.69588, -0.86127, 1.26566], [-0.62305, 0.08244, 0.07167], [-1.48522, 1.29384, -0.17164], [0.05257, -0.40680, -1.20747], [2.31210, -0.84537, 0.42416], [2.17936, -0.90266, 2.21731], [1.20387, -1.81044, 1.18035], [-1.41002, -0.56147, 0.53351], [-1.95167, 1.85228, 0.68034], [-2.23353, 1.18898, -0.95654], [-0.78498, 1.87262, -0.63393], [0.76529, -1.31744, -0.96246], [-0.81361, -0.61852, -2.04217], [0.49043, 0.47932, -1.64106], [0.60259, 0.55447, 1.24226]], "atomic_forces_ev_per_a": [[-1.12, -0.31, 0.46], [-2.30, -1.31, 0.45], [-1.15, 0.44, 0.18], [-2.21, -1.74, -1.03], [1.63, 0.29, -0.94], [0.73, 0.29, 0.38], [-0.89, -0.45, 0.15], [1.29, -0.82, -0.29], [0.66, -0.88, -0.46], [-0.27, -0.66, 0.20], [1.63, 2.88, -1.14], [-1.56, 2.02, -1.19], [2.11, -0.25, 2.07], [1.06, -0.02, -0.05], [0.40, 0.52, 1.20]], "nbo_charge": [-0.76, -0.38, -0.61, -0.62, 0.21, 0.24, 0.21, 0.21, 0.23, 0.21, 0.20, 0.23, 0.21, 0.21, 0.22]}



No. 4
{"formula": "C4H10S", "method": "ωB97M-V with the def2-TZVPD basis set", "homo_lumo_gap_ev": 9.712, "smiles": "C=C(C)C.S", "species": ["C", "C", "C", "C", "S", "H", "H", "H", "H", "H", "H", "H", "H", "H", "H"], "coordinates": [[-0.76829, 1.55452, 0.17184], [-0.62065, -0.88979, -0.54726], [-0.60904, -0.41815, 1.78904], [-0.51891, 0.07684, 0.54393], [2.51818, -0.25819, -0.93917], [0.25026, 2.00386, 0.05350], [-1.35590, 1.62484, -0.74687], [-1.19692, 2.06277, 1.02494], [-0.61553, -0.38254, -1.57885], [-1.60819, -1.33869, -0.48023], [0.13302, -1.74682, -0.58777], [-0.78493, 0.16326, 2.62946], [-0.32113, -1.34195, 2.28715], [2.27312, -1.39103, -1.64986], [3.22492, 0.28106, -1.96985]], "atomic_forces_ev_per_a": [[1.55, -1.06, 0.78], [0.78, -1.10, -3.32], [1.17, 0.35, 0.04], [-1.30, 0.01, 1.42], [0.41, -0.13, -0.78], [-0.83, -0.19, -0.38], [0.10, 0.22, 0.27], [-0.42, 0.22, -0.02], [0.30, -0.76, 1.42], [-0.09, -0.24, -0.07], [-0.96, 1.19, 0.30], [-0.40, 2.12, 1.16], [-0.19, -0.88, -1.53], [0.09, 0.47, 0.28], [-0.22, -0.22, 0.44]], "nbo_charge": [-0.64, -0.65, -0.43, 0.03, -0.29, 0.23, 0.21, 0.22, 0.21, 0.22, 0.22, 0.18, 0.20, 0.15, 0.15]}



No. 5
{"formula": "C4H10S", "method": "ωB97M-V with the def2-TZVPD basis set", "homo_lumo_gap_ev": 9.903, "smiles": "C=CC.CS", "species": ["C", "S", "H", "H", "H", "H", "C", "C", "C", "H", "H", "H", "H", "H", "H"], "coordinates": [[-0.38579, 1.08738, 1.73254], [-1.71432, 2.28700, 1.48855], [0.54824, 1.64084, 1.78287], [-0.66181, 0.61166, 2.67504], [-0.31928, 0.34453, 0.93262], [-0.90448, 3.32345, 1.12276], [-0.27754, -1.71306, -0.41811], [0.19819, -0.61251, -1.32905], [1.46240, -0.36698, -1.70627], [0.58914, -1.96903, 0.19645], [-1.07799, -1.30975, 0.19609], [-0.66396, -2.60021, -0.93436], [-0.60276, -0.21454, -1.95922], [1.58521, 0.61994, -2.14632], [2.22473, -1.12874, -1.63358]], "atomic_forces_ev_per_a": [[-0.20, -0.15, 0.06], [0.24, 0.84, -0.51], [0.04, -0.29, 0.31], [0.59, -0.15, -0.07], [-0.07, 0.43, 0.28], [-0.55, -0.47, 0.10], [0.81, 0.04, -0.37], [-0.25, -1.28, -1.31], [-1.53, 0.35, 0.21], [-0.37, -0.38, 0.24], [-0.07, -0.21, 0.19], [0.10, 0.18, 0.00], [0.09, 1.15, 0.84], [0.60, -0.58, -0.74], [0.55, 0.51, 0.78]], "nbo_charge": [-0.73, -0.06, 0.23, 0.22, 0.22, 0.12, -0.67, -0.17, -0.42, 0.21, 0.22, 0.22, 0.20, 0.21, 0.20]}



No. 6
{"formula": "C4H10S2", "method": "ωB97M-V with the def2-TZVPD basis set", "homo_lumo_gap_ev": 8.935, "smiles": "CCCSSC", "species": ["C", "C", "C", "S", "S", "C", "H", "H", "H", "H", "H", "H", "H", "H", "H", "H"], "coordinates": [[1.21706, -0.25059, 1.57088], [2.56853, 0.43597, 1.27893], [0.01733, 0.64814, 1.23968], [-0.25059, 1.13765, -0.43503], [-0.50175, -1.02906, -1.21665], [-2.29212, -0.88250, -1.02956], [1.07964, -1.08533, 0.87668], [1.27786, -0.60314, 2.60260], [3.40732, 0.35366, 1.96640], [2.84326, 0.16135, 0.25691], [2.40345, 1.51536, 1.16711], [-0.87470, 0.36583, 1.81910], [0.34059, 1.56206, 1.77142], [-2.90091, -1.77525, -1.19847], [-2.56049, -0.68667, 0.01354], [-2.59328, -0.11261, -1.74681]], "atomic_forces_ev_per_a": [[0.66, -0.39, -0.79], [-0.64, 0.91, -1.44], [0.74, 1.01, 2.85], [0.20, -2.74, -1.09], [-0.12, 2.28, 0.66], [-0.76, -0.18, 0.11], [0.41, -0.41, 0.58], [-0.82, 0.01, -0.05], [-0.24, -0.63, 0.11], [0.55, -0.13, 0.24], [-0.01, 0.02, 0.24], [-0.03, -0.30, -0.71], [-0.54, 0.34, -0.43], [0.66, -0.34, -0.61], [0.25, 0.65, -0.23], [-0.33, -0.11, 0.56]], "nbo_charge": [-0.42, -0.62, -0.58, 0.14, 0.07, -0.76, 0.22, 0.21, 0.22, 0.21, 0.20, 0.22, 0.23, 0.23, 0.22, 0.23]}



DFT total energy across the listed records, respectively: -523.03306; -812.48886; -556.54002; -556.52343; -556.52030; -954.73824 a.u..
Maximum force across the listed records, respectively: 6.19; 3.46; 3.50; 3.59; 1.84; 3.11 eV/Å.
Relative energy (zero: lowest compared OMol25 entry of this formula, charge and spin) across the listed records, respectively: 3.166; 3.384; 1.142; 1.594; 1.679; 1.234 eV.